Computed, not measured: a molecular structure, C11H11NO in a non-equilibrium geometry, with ωB97M-V with the def2-TZVPD basis set.

```
! wB97M-V def2-TZVPD RIJCOSX def2/J DEFGRID3
* xyz 0 1
O 2.28530 -1.20322 2.89228
C 3.22177 -1.46998 -1.15710
C 2.87758 -2.60214 -0.41667
C 3.25316 -0.22521 -0.53070
C 2.56700 -2.49631 0.93684
C 2.94347 -0.11029 0.82466
C 2.60040 -1.24721 1.55755
H 2.34938 -0.26538 3.19641
H 3.46581 -1.55861 -2.22396
H 2.84953 -3.58789 -0.89949
H 3.52211 0.67411 -1.10035
H 2.29450 -3.37776 1.53214
H 2.96868 0.87102 1.31660
N 2.48774 0.99656 3.56921
C 3.66759 1.42090 4.04718
C 1.47920 1.88167 3.56962
C 3.88711 2.70929 4.53251
C 1.59953 3.19095 4.03331
C 2.83043 3.61592 4.52615
H 4.48150 0.68394 4.03943
H 0.52127 1.51778 3.17521
H 4.87828 2.99306 4.91022
H 0.73376 3.86570 4.00578
H 2.96435 4.63955 4.90011
*
```

Output
**E_tot**: -555.7363 a.u.
**Relative energy (zero: lowest compared OMol25 entry of this formula, charge and spin)**: 14.12 kcal/mol
**Largest force on an atom**: 4.322 eV Å⁻¹
**Highest occupied orbital energy**: -0.2845 Ha
**Frontier orbital gap**: 7.90 eV

Results of the natural (NBO) charge analysis, in e, for atoms 1 through 5: atom 1 (O): -0.72, atom 2 (C): -0.27, atom 3 (C): -0.19, atom 4 (C): -0.21, atom 5 (C): -0.28